DFT (the ωB97M-V functional and the def2-TZVPD basis) results for a structure of composition C23H30CoFN3O3S3.

Structure (XYZ):
```
64
Properties=species:S:1:pos:R:3:forces:R:3
Co 2.11282 -3.00419 1.15291 -0.22 -0.49 -0.04
S 1.20899 -4.13566 -0.57863 0.07 0.06 0.01
S 4.12746 -2.98428 0.11220 -0.39 0.25 0.03
S 2.65614 -4.96373 2.14815 0.08 -0.06 0.13
F -0.74807 1.22605 -3.17643 0.01 0.00 -0.01
O 1.37242 -1.16000 4.53527 -0.14 0.12 0.03
O 1.24087 -1.52228 0.40128 0.14 0.26 -0.22
O 1.90984 -2.44551 2.81874 -0.19 0.21 0.25
N -3.41706 5.54603 -3.26445 0.01 -0.03 0.02
N -0.93237 1.39749 2.33059 -0.05 0.04 0.01
N -2.13963 3.36045 -1.94988 0.01 0.08 0.07
C -1.49370 2.35416 -1.22441 0.01 -0.07 -0.05
C 4.27486 -5.42642 1.46228 0.09 0.07 -0.01
C 0.54946 -0.49321 2.42725 -0.11 0.17 0.10
C 1.29866 -1.36352 3.36103 0.43 -0.31 -0.09
C -0.21677 0.50485 3.00295 0.08 -0.02 -0.03
C 0.58897 -0.60551 1.04153 0.20 -0.17 -0.14
C -1.76291 3.70819 -3.31271 -0.02 -0.02 0.00
C -3.53489 3.66776 -1.67320 -0.03 -0.04 -0.04
C -0.09241 0.37438 -1.11881 0.02 -0.03 0.02
C 5.05907 -4.17204 1.11568 0.06 -0.07 0.03
C -0.89168 1.38156 0.93089 -0.01 0.03 0.06
C -1.97658 5.19537 -3.53628 -0.04 0.04 0.02
C 1.52859 -6.09442 1.29490 0.01 -0.07 -0.01
C -1.54506 2.35237 0.15875 0.03 -0.01 -0.02
C -3.11255 2.78439 2.84797 0.01 0.02 -0.04
C -1.96355 3.76034 2.96437 0.01 0.03 0.04
C 1.50083 -5.89269 -0.20925 -0.02 -0.05 -0.03
C -0.13614 0.38301 0.28378 -0.04 0.09 0.04
C -1.73923 2.29867 3.17719 0.03 -0.04 -0.02
C 2.40460 -3.75200 -1.88460 -0.03 0.01 -0.08
C -0.76080 1.31289 -1.83860 -0.06 0.03 -0.01
C -3.81690 5.14713 -1.86804 0.01 0.03 -0.04
C 3.84689 -3.89594 -1.44374 0.02 -0.02 -0.04
H -4.87341 5.37550 -1.74205 0.00 -0.01 0.00
H -1.90169 4.36992 3.85463 -0.01 0.01 -0.01
H 4.80473 -5.98513 2.23416 -0.01 -0.01 0.00
H -3.51688 2.56829 1.87058 -0.02 0.00 0.01
H -1.74611 5.48675 -4.55896 -0.01 -0.02 -0.01
H 4.50597 -3.46369 -2.19689 0.04 0.00 0.03
H -3.56650 6.54815 -3.40014 0.00 0.00 0.00
H -0.23570 0.56678 4.08308 -0.01 -0.03 0.00
H -4.01954 5.07051 -3.94220 0.00 0.01 -0.01
H 1.79997 -7.11831 1.55604 0.01 0.00 -0.01
H 4.14655 -4.93285 -1.30229 -0.05 -0.01 0.02
H -0.71167 3.50311 -3.48951 0.02 0.00 0.03
H 5.97802 -4.40715 0.57641 0.00 0.00 0.00
H 2.41678 -6.21977 -0.69765 0.03 0.01 0.04
H -2.07064 3.15876 0.63485 0.01 -0.01 -0.03
H 2.18602 -4.36853 -2.75724 0.01 -0.03 0.02
H 2.17651 -2.71858 -2.14960 -0.01 0.00 0.01
H 0.67685 -6.45769 -0.64557 0.00 0.02 -0.02
H -4.19313 3.08173 -2.33222 -0.01 -0.01 0.01
H -1.38328 5.79088 -2.84440 0.03 -0.01 -0.02
H -3.84477 2.74080 3.64109 0.01 0.01 0.01
H -3.79981 3.40467 -0.65227 0.02 0.00 0.01
H 0.45895 -0.39543 -1.63763 -0.01 -0.01 0.00
H -2.33771 3.13354 -4.05142 0.02 0.00 -0.02
H -3.22644 5.76436 -1.19306 0.00 -0.01 0.02
H -1.57491 4.25092 2.08512 -0.01 -0.02 0.00
H -1.58621 2.01078 4.20501 -0.01 -0.02 0.00
H 0.55330 -5.89981 1.74487 0.01 0.01 0.00
H 5.34245 -3.61245 2.00868 -0.03 0.01 0.00
H 4.14216 -6.08974 0.60986 -0.01 0.04 -0.03
```
Forces are in eV/Å.

Results
* total charge: +3
* HOMO energy (alpha / beta): -16.116 / -16.117 eV
* LUMO energy (alpha / beta): -0.356 / -0.356 hartree
* frontier orbital gap (alpha / beta): 6.439 / 6.429 eV


DFT (the ωB97M-V functional and the def2-TZVPD basis) results for an isolated molecule of C3H3N5.

Structure (XYZ):
```
11
Properties=species:S:1:pos:R:3:forces:R:3
N -1.60345 0.02734 0.60498 1.88 -0.18 -2.32
N -1.02112 1.12531 0.41119 -0.26 2.15 1.23
N 1.42953 -0.74288 1.04614 0.10 1.99 -2.58
N 1.09428 0.76771 -0.60680 1.35 7.23 -3.77
N 0.08620 -1.37313 -0.79182 -4.11 3.57 2.63
C -1.18099 -1.04842 -0.27042 4.91 -2.54 -2.12
C 0.15111 1.54957 -0.33281 -1.95 -1.16 -1.91
C 0.98186 -0.37103 -0.18365 1.04 -11.08 8.98
H -1.83219 -1.88916 -0.51913 -0.68 0.78 0.36
H 2.00384 0.04565 1.55329 -1.26 -1.67 -1.71
H 0.21836 2.43241 -0.95870 -1.03 0.92 1.22
```
Forces are in eV/Å.

Results
* HOMO energy: -9.772 eV
* SMILES: N=c1ncnncn1
* LUMO energy: -0.069 hartree
* frontier orbital gap: 7.901 eV
* relative energy (zero: lowest compared OMol25 entry of this formula, charge and spin): 114.2 kcal per mole


DFT (the ωB97M-V functional and the def2-TZVPD basis) results for a structure of composition C50H56BCsN15O3.

Structure (XYZ):
```
126
Properties=species:S:1:pos:R:3:forces:R:3
Cs -1.36530 -0.41120 0.38829 0.05 0.00 0.66
O 4.58021 -0.41943 -3.89374 0.03 0.00 -0.02
O -2.09204 0.94662 3.96207 -0.02 0.05 0.02
O -0.40826 2.46643 3.91405 -0.22 -0.01 0.11
N 6.14058 0.60085 -5.05296 -0.01 0.05 0.01
N -1.39076 0.77420 -2.53152 -0.03 -0.01 -0.12
N 0.76073 -3.28289 -2.88086 0.01 -0.10 0.10
N 5.25624 0.00855 -5.93978 0.02 -0.06 -0.01
N 0.69732 -2.04108 -1.10627 0.16 0.16 0.29
N -3.53732 -0.64423 -1.56672 -0.04 0.05 -0.18
N 4.30222 0.37720 1.24651 0.04 0.01 0.00
N 1.48888 -3.95846 -1.95568 -0.03 0.03 -0.04
N 3.01379 -1.31811 1.71226 -0.03 0.01 -0.02
N 3.12932 0.92234 1.65180 -0.01 -0.03 -0.06
N -0.45522 2.56265 0.52656 -0.06 0.05 -0.24
N -3.15980 -2.96459 -0.20414 0.00 -0.01 -0.06
N 1.33309 -3.74988 2.78338 -0.01 -0.01 -0.01
N -2.56255 -1.97520 3.16866 0.04 -0.05 0.01
N 1.53073 3.99028 0.97481 -0.06 -0.06 0.23
C -3.87500 -5.13567 0.50032 0.01 -0.01 0.03
C 2.52621 4.06530 -0.08265 -0.03 0.02 0.01
C 4.36267 -0.58287 -5.22544 0.01 0.01 0.01
C -4.02890 2.31314 4.40584 0.01 0.01 0.00
C -2.40435 1.71972 6.19898 -0.01 0.01 0.00
C 1.41005 -3.17506 -0.89880 -0.02 -0.12 -0.25
C 5.46084 1.22632 1.08848 -0.01 -0.01 -0.01
C 6.20107 1.10829 -0.22280 -0.02 0.01 -0.02
C 5.71073 0.32784 -3.86996 -0.03 -0.01 0.00
C -2.56192 2.07341 4.72044 0.02 -0.01 0.01
C 2.87075 -1.35309 -7.02642 0.02 0.02 0.01
C -2.53782 1.44335 -2.23250 -0.04 0.01 -0.02
C -2.10212 3.93051 3.02227 0.00 0.00 -0.03
C 8.24066 1.55183 -1.43769 0.02 0.01 0.00
C -5.79175 -1.38151 -2.18177 0.00 0.01 0.04
C -2.93364 -4.09030 0.42162 0.01 0.00 -0.03
C 0.32718 -2.90578 3.43898 -0.02 0.01 0.02
C 6.31086 0.72613 -2.59664 0.00 -0.03 0.02
C -1.46913 3.53565 -2.82839 0.00 -0.01 0.00
C 5.59211 0.69616 -1.40222 0.02 0.03 -0.02
C -2.09380 -2.86135 4.23710 0.03 0.01 0.00
C -1.60026 3.19825 4.26330 0.01 -0.01 0.02
C 7.63416 1.15834 -2.61597 -0.01 -0.01 -0.01
C 3.22466 -1.37798 -5.67943 -0.04 0.01 0.01
C -2.61665 2.85531 -2.35989 0.01 0.01 0.01
C -3.79689 3.54849 -2.01672 -0.02 0.01 0.00
C -5.36460 -3.76789 -0.80558 0.03 -0.01 0.00
C 0.65259 -3.76653 -4.23599 0.05 0.05 -0.02
C 1.78878 -2.09966 -7.45509 -0.02 -0.01 -0.02
C -6.59285 -3.55664 -1.47570 0.00 0.00 0.00
C 1.06297 -2.86573 -6.55227 0.00 -0.01 0.00
C -0.90381 -3.71635 3.80414 0.00 0.00 0.01
C -0.33651 2.84175 -3.13092 0.00 0.01 0.00
C -4.82235 1.43774 -1.42195 0.00 0.00 -0.01
C 0.47856 3.20433 0.74048 0.08 -0.02 -0.11
C 7.52870 1.52250 -0.24976 0.00 -0.01 0.02
C -0.34998 1.44517 -2.95323 0.01 -0.02 0.01
C -6.77218 -2.38106 -2.15493 -0.01 0.00 0.00
C 1.42009 -2.90250 -5.21141 0.04 0.00 0.02
C -5.08358 -4.96491 -0.10887 0.00 -0.01 0.00
C -4.86414 2.82924 -1.54481 0.01 0.00 0.01
C 2.37800 -0.12393 1.91729 0.05 -0.03 0.04
C 2.04089 3.97571 2.35174 0.01 0.09 -0.02
C -4.35146 -2.77636 -0.82350 -0.06 0.01 -0.03
C -4.56466 -1.51638 -1.52152 0.00 0.02 -0.14
C -3.69016 0.68075 -1.75684 0.00 -0.02 -0.07
C 4.20819 -0.96048 1.30535 0.03 0.02 -0.04
C -1.25497 4.21443 5.34137 0.01 0.00 0.01
C 2.50596 -2.15281 -4.77785 -0.01 0.02 -0.01
C 0.30359 -2.13782 -2.35396 -0.13 -0.13 -0.05
B -0.71494 1.10102 3.60972 0.26 0.01 -0.11
H -1.35404 1.55630 6.44093 0.00 0.00 0.00
H 9.27213 1.87878 -1.44307 0.00 0.00 0.00
H -2.15210 4.73132 5.69556 0.00 0.00 0.01
H 2.52040 4.93649 2.54846 0.00 0.00 0.01
H 0.20400 -3.43218 -6.89287 0.00 0.00 0.00
H 0.70539 -2.39592 4.33581 0.00 0.01 0.00
H 6.15319 1.05296 1.91536 0.02 0.00 -0.01
H 3.09506 4.98847 0.03838 0.01 -0.01 0.00
H -3.63144 -6.04464 1.03561 0.00 0.00 0.00
H -1.19084 -4.31913 2.93912 -0.01 0.00 -0.01
H 1.84219 -3.43581 0.05348 0.03 0.01 0.02
H -5.77015 3.34744 -1.24898 0.00 0.00 0.00
H -0.76220 3.74080 6.18871 0.00 0.00 0.00
H -5.68439 0.92303 -1.02033 0.00 0.00 0.00
H 8.16839 1.17272 -3.55579 0.00 0.00 0.00
H 3.43941 -0.74119 -7.71305 0.00 0.00 0.00
H -4.19191 2.41344 3.33436 0.00 0.00 0.00
H 1.06221 -4.77626 -4.22331 -0.04 -0.01 0.00
H 2.12224 -3.17496 2.50236 -0.05 0.01 0.04
H -4.61960 1.46698 4.76183 0.00 0.00 0.00
H 1.67577 -4.44682 3.43506 0.01 0.00 0.00
H -3.83121 4.62694 -2.10939 0.00 0.00 0.00
H 0.55660 3.33659 -3.49213 0.01 0.00 0.00
H -2.35510 3.23304 2.22519 -0.01 -0.01 0.01
H -0.65370 -4.41621 4.61307 -0.01 -0.01 -0.01
H 0.54943 0.86921 -3.16691 -0.01 -0.01 0.00
H -0.57591 4.96461 4.92982 0.00 -0.01 -0.01
H 1.37108 -0.00726 2.32463 -0.06 0.03 -0.01
H -3.55307 -2.09300 3.00544 0.01 0.01 -0.01
H -5.84107 -5.74101 -0.07646 0.00 0.00 0.00
H 2.78999 -2.16598 -3.73320 0.00 -0.01 0.00
H -2.80872 2.49897 6.85094 0.00 0.00 0.00
H 2.02475 4.08599 -1.04852 0.01 -0.01 -0.01
H -1.30966 4.57896 2.64252 0.01 0.00 0.02
H 1.21111 3.81630 3.03798 0.00 -0.01 -0.01
H -2.90008 -3.53450 4.54442 -0.01 0.02 0.02
H -7.69893 -2.21092 -2.69317 0.00 0.00 0.00
H 0.03828 -2.10410 2.75679 0.01 -0.02 -0.04
H 1.49588 -2.07408 -8.49642 0.00 0.00 0.00
H -5.97741 -0.48240 -2.75343 0.00 0.00 0.00
H 8.00632 1.83218 0.67291 0.00 0.00 0.00
H 5.02055 -1.61879 1.03826 0.01 0.00 0.00
H -1.81673 -2.27801 5.12277 0.02 0.00 0.00
H -7.35743 -4.32368 -1.44988 0.00 0.00 0.00
H -0.33354 -1.42891 -2.86791 -0.04 0.00 0.00
H -4.39303 3.21669 4.90429 0.00 0.00 0.00
H -1.96327 -4.19330 0.89674 0.00 0.01 0.01
H -2.97197 4.55249 3.24973 0.00 0.00 0.00
H 5.08269 2.24308 1.19851 -0.01 0.00 0.02
H 2.74798 3.15685 2.49318 0.03 0.04 -0.01
H -2.39851 -1.00052 3.41011 0.00 -0.02 0.03
H -1.50942 4.61467 -2.93034 0.00 0.00 0.00
H -0.39808 -3.82972 -4.52187 0.00 0.03 -0.01
H 4.55869 0.36996 -1.39795 0.00 0.00 0.01
H -2.94438 0.79116 6.39025 0.00 0.00 0.00
H 3.21049 3.21082 -0.05030 0.00 -0.02 -0.01
```
Forces are in eV/Å.

Results
* total charge: -1
* HOMO energy: -2.661 eV
* LUMO energy: 0.053 hartree
* frontier orbital gap: 4.111 eV
* relative energy (zero: lowest compared OMol25 entry of this formula, charge and spin): 6.9 kcal per mole


DFT (the ωB97M-V functional and the def2-TZVPD basis) results for a structure of composition C4H8O2.

Structure (XYZ):
```
14
Properties=species:S:1:pos:R:3:forces:R:3
O 1.14718 0.39482 0.33477 -0.21 -0.35 -0.14
O 0.53015 -1.90442 0.20123 0.21 0.00 0.11
C -0.26706 -0.82676 0.07291 -0.18 -0.04 -0.04
C 0.73560 1.50421 1.13325 -0.10 0.07 0.14
C -0.95205 -0.89189 -1.26974 0.08 0.13 0.05
C -0.13162 1.37704 -0.03999 -0.14 0.48 -0.05
H 0.37650 1.24006 2.13455 -0.01 -0.01 -0.18
H -1.82536 -0.24259 -1.28098 0.15 -0.08 0.03
H -0.25590 -0.55577 -2.04078 -0.07 -0.02 0.04
H 0.27841 1.98787 -0.85872 0.01 -0.10 0.10
H -0.86701 -0.57949 0.94600 0.19 0.11 -0.12
H 1.00318 -1.83884 1.04113 -0.01 -0.10 -0.04
H 1.50225 2.28477 1.16050 -0.06 -0.27 -0.09
H -1.22575 -1.93148 -1.50053 0.13 0.18 0.19
```
Forces are in eV/Å.

Results
* HOMO energy: -7.721 eV
* LUMO energy: 0.028 hartree
* frontier orbital gap: 8.471 eV
* relative energy (zero: lowest compared OMol25 entry of this formula, charge and spin): 147.2 kcal per mole